Molecular formula: C46H42BrCl2KN4O2PS2Te
Method: DFT, wB97M-V/def2-TZVPD

Properties
* HOMO-LUMO gap: 6.018 eV
* LUMO energy: 1.96 eV
* net charge: -1
* calculated total energy: -7647.8976 Eh
* E_HOMO: -4.06 eV

Cartesian coordinates (Å):
K  0.0125  -0.5518  1.0338
Br  -7.9450  -0.2879  3.3712
C  -6.1629  -0.4536  2.7155
C  -5.1540  -0.9216  3.5603
C  -3.8639  -1.0082  3.0990
C  -3.4944  -0.6225  1.7727
O  -2.2731  -0.5900  1.4129
C  -4.5732  -0.2474  0.9093
C  -4.4075  0.0400  -0.5055
N  -3.4973  -0.4348  -1.2663
C  -3.5491  -0.1611  -2.6451
C  -4.6959  0.1404  -3.3482
C  -4.6798  0.3907  -4.7332
C  -3.5151  0.3236  -5.4394
C  -2.3157  -0.0139  -4.7717
C  -1.0821  -0.1130  -5.4559
C  0.0444  -0.4394  -4.7677
C  -0.0644  -0.6876  -3.3815
N  -1.1851  -0.6115  -2.7140
C  -2.3201  -0.2655  -3.3794
C  -5.8730  -0.1186  1.4166
H  -5.3892  -1.1971  4.5806
H  -3.0647  -1.3429  3.7508
H  -5.1756  0.7167  -0.9030
H  -5.6469  0.1696  -2.8350
H  -5.6083  0.6323  -5.2356
H  -3.4931  0.5096  -6.5067
H  -1.0567  0.0684  -6.5248
H  1.0042  -0.5324  -5.2584
H  0.8050  -0.9965  -2.8116
H  -6.6635  0.2260  0.7590
Cl  2.1062  -2.4439  2.0093
C  2.2032  -2.6132  3.7451
C  2.7507  -3.7949  4.2107
C  2.8718  -4.0117  5.5745
C  2.4269  -3.0293  6.4449
C  1.8781  -1.8589  5.9529
Cl  1.3357  -0.6966  7.1341
C  1.7431  -1.5645  4.5761
S  1.0940  -0.0804  3.9842
H  3.0821  -4.5376  3.4966
H  3.3099  -4.9263  5.9513
H  2.5027  -3.1613  7.5160
O  1.8025  0.3674  0.0007
P  2.5243  1.3759  -0.8172
C  4.0612  0.7491  -1.5273
C  5.3104  1.1610  -1.0765
C  6.4622  0.5803  -1.5913
C  6.3682  -0.4138  -2.5527
C  5.1222  -0.8405  -2.9961
C  3.9732  -0.2641  -2.4826
C  1.5745  2.0431  -2.2005
C  2.1550  2.4309  -3.4053
C  1.3803  3.0334  -4.3865
C  0.0270  3.2492  -4.1677
C  -0.5588  2.8565  -2.9717
C  0.2125  2.2534  -1.9918
C  2.9330  2.8127  0.1919
C  3.4344  3.9984  -0.3426
C  3.6970  5.0728  0.4907
C  3.4602  4.9633  1.8575
C  2.9651  3.7834  2.3907
C  2.6946  2.7031  1.5598
H  5.3842  1.9312  -0.3192
H  7.4325  0.8994  -1.2329
H  7.2673  -0.8672  -2.9507
H  5.0465  -1.6302  -3.7321
H  3.0002  -0.6157  -2.8071
H  3.2103  2.2590  -3.5803
H  1.8323  3.3266  -5.3259
H  -0.5776  3.7140  -4.9366
H  -1.6176  3.0082  -2.8036
H  -0.2432  1.9293  -1.0630
H  3.6150  4.0821  -1.4088
H  4.0795  5.9977  0.0777
H  3.6657  5.8052  2.5070
H  2.7848  3.6923  3.4542
H  2.3083  1.7758  1.9724
C  -0.8376  4.2533  1.8298
Te  -1.6256  2.2751  1.5677
C  -1.9599  2.0378  3.6511
H  0.0092  4.2152  2.5122
H  -1.5999  4.9250  2.2198
H  -0.4931  4.6222  0.8637
H  -2.6860  2.7764  3.9826
H  -1.0135  2.1429  4.1756
H  -2.3429  1.0346  3.8148
C  0.3185  -5.4175  1.3292
N  -0.6733  -4.7173  0.5539
C  -2.0083  -4.5041  1.0961
C  -2.6344  -3.5043  0.1126
N  -1.5601  -3.2827  -0.8518
C  -0.4212  -3.9221  -0.5086
S  1.0429  -3.8164  -1.3268
H  0.5010  -4.9038  2.2769
H  1.2447  -5.4506  0.7611
H  -0.0229  -6.4352  1.5355
H  -1.9501  -4.1081  2.1147
H  -2.5531  -5.4511  1.1296
H  -2.8982  -2.5679  0.5902
H  -3.5181  -3.9106  -0.3811
H  -1.5259  -2.4151  -1.3759

---

Molecular formula: C46H42BrGeN7O2PbS
Method: DFT, wB97M-V/def2-TZVPD

Properties
* HOMO-LUMO gap: 6.802 eV
* LUMO energy: -0.21 eV
* calculated total energy: -7553.9007 Eh
* E_HOMO: -7.01 eV

Cartesian coordinates (Å):
Pb  -0.5835  -0.7556  0.1832
N  -4.7026  1.6356  0.6050
C  -3.6546  0.8395  0.3088
S  -2.5541  0.4894  1.5905
N  -3.6603  0.4046  -0.9419
N  -2.6218  -0.3617  -1.3201
C  -2.7045  -0.8649  -2.5095
C  -3.8881  -0.6100  -3.3866
C  -4.1366  0.6636  -3.8913
C  -5.2238  0.8891  -4.7223
C  -6.0778  -0.1548  -5.0572
C  -5.8424  -1.4237  -4.5488
C  -4.7507  -1.6491  -3.7207
C  -1.6109  -1.7344  -3.0190
C  -1.6432  -2.2484  -4.3177
C  -0.6273  -3.0887  -4.7421
C  0.4098  -3.3944  -3.8767
C  0.3806  -2.8264  -2.6153
N  -0.5920  -2.0235  -2.1999
H  -4.7034  2.1376  1.4714
H  -5.3432  1.8831  -0.1305
H  -3.4723  1.4771  -3.6310
H  -5.4024  1.8853  -5.1094
H  -6.9257  0.0228  -5.7075
H  -6.5065  -2.2419  -4.8008
H  -4.5695  -2.6422  -3.3230
H  -2.4539  -1.9889  -4.9823
H  -0.6457  -3.4997  -5.7443
H  1.2190  -4.0503  -4.1694
H  1.1734  -3.0204  -1.8961
C  -4.4676  -5.5649  1.5928
C  -2.9902  -5.2755  1.5466
C  -2.0332  -6.2179  1.8973
C  -0.6828  -5.9085  1.8308
C  -0.3476  -4.6381  1.4001
Br  1.4914  -4.1498  1.2649
N  -1.2249  -3.7213  1.0664
C  -2.5198  -4.0319  1.1399
H  -4.6609  -6.5725  1.9582
H  -4.9103  -5.4707  0.5991
H  -4.9814  -4.8564  2.2450
H  -2.3420  -7.2040  2.2261
H  0.0800  -6.6244  2.0993
H  -3.2109  -3.2355  0.8646
N  0.3897  0.1430  7.8850
C  0.8914  0.9422  6.9030
O  1.5231  1.9525  7.1405
C  0.6174  0.4950  5.4929
C  0.4812  -0.8408  5.1360
C  0.2775  -1.1488  3.8019
N  0.1966  -0.2268  2.8467
C  0.3120  1.0599  3.1958
C  0.5357  1.4592  4.5028
H  0.5282  0.4280  8.8382
H  -0.2383  -0.6133  7.6908
H  0.5725  -1.6359  5.8648
H  0.1804  -2.1835  3.4831
H  0.2112  1.7909  2.3942
H  0.6584  2.5038  4.7572
C  -1.1955  2.4804  -2.0998
C  -0.3747  2.2047  -0.8510
O  -0.5832  2.8876  0.1527
H  -2.2373  2.6516  -1.8257
H  -1.1206  1.6750  -2.8304
H  -0.8090  3.4025  -2.5448
C  0.6502  1.1643  -0.9072
Ge  2.3535  1.9022  -0.2331
C  3.1258  1.1376  1.3962
C  3.0635  -0.2432  1.5819
C  3.6759  -0.8450  2.6732
C  4.3638  -0.0680  3.5989
C  4.4464  1.3062  3.4187
C  3.8386  1.9012  2.3190
C  2.2508  3.8588  -0.2517
C  2.1317  4.4553  -1.5087
C  1.9294  5.8235  -1.6342
C  1.8577  6.6199  -0.4977
C  1.9802  6.0404  0.7578
C  2.1628  4.6687  0.8776
C  3.7682  1.4556  -1.5350
C  3.8813  0.1702  -2.0691
C  4.9454  -0.1768  -2.8917
C  5.9256  0.7613  -3.1896
C  5.8320  2.0436  -2.6639
C  4.7619  2.3859  -1.8448
H  0.8248  0.7816  -1.9166
H  2.5207  -0.8629  0.8700
H  3.6147  -1.9205  2.8025
H  4.8373  -0.5345  4.4548
H  4.9808  1.9154  4.1379
H  3.9302  2.9741  2.1836
H  2.1927  3.8375  -2.4010
H  1.8228  6.2682  -2.6169
H  1.6948  7.6865  -0.5917
H  1.9273  6.6584  1.6462
H  2.2096  4.2247  1.8673
H  3.1263  -0.5778  -1.8336
H  5.0132  -1.1788  -3.3004
H  6.7585  0.4936  -3.8286
H  6.5951  2.7783  -2.8911
H  4.7039  3.3902  -1.4395

---

Molecular formula: C46H42IrP2SeSi
Method: DFT, wB97M-V/def2-TZVPD

Properties
* HOMO-LUMO gap (spin up / spin down): 5.276 / 5.622 eV
* LUMO energy (spin up / spin down): -4.45 / -4.21 eV
* net charge: +1
* calculated total energy: -5255.9069 Eh
* E_HOMO (spin up / spin down): -9.73 / -9.83 eV

Cartesian coordinates (Å):
Ir  0.2848  1.0196  0.0627
C  0.7220  0.8152  3.9998
Si  0.1436  0.1311  2.3033
C  1.2070  -1.4784  2.1104
C  1.2623  -2.3993  3.1504
C  2.2312  -3.3870  3.1925
C  3.1872  -3.4630  2.1902
C  3.1172  -2.5956  1.1142
C  2.1215  -1.6214  1.0607
P  1.9911  -0.5824  -0.4376
C  1.3364  -1.7432  -1.6865
C  0.6994  -1.1880  -2.7960
C  0.0893  -2.0010  -3.7322
C  0.0976  -3.3761  -3.5598
C  0.7419  -3.9327  -2.4685
C  1.3650  -3.1234  -1.5345
C  3.7298  -0.3380  -0.8816
C  4.5338  0.3129  0.0546
C  5.8758  0.5009  -0.2053
C  6.4168  0.0620  -1.4050
C  5.6130  -0.5614  -2.3463
C  4.2666  -0.7574  -2.0940
C  -1.7234  -0.2953  2.4267
C  -2.3084  -0.4955  3.6717
C  -3.6183  -0.9154  3.7994
C  -4.3647  -1.1820  2.6629
C  -3.8161  -0.9526  1.4150
C  -2.5229  -0.4575  1.2887
P  -1.8391  -0.1609  -0.3908
C  -2.1362  -1.8348  -1.0424
C  -1.5740  -2.8911  -0.3296
C  -1.8468  -4.1946  -0.6903
C  -2.6904  -4.4575  -1.7596
C  -3.2309  -3.4099  -2.4831
C  -2.9470  -2.0998  -2.1408
C  -2.9602  0.8650  -1.4178
C  -2.3203  1.6964  -2.3379
C  -3.0458  2.4340  -3.2567
C  -4.4264  2.3231  -3.2917
C  -5.0707  1.5000  -2.3825
C  -4.3486  0.7873  -1.4413
H  0.7457  0.0195  4.7358
H  0.0529  1.5924  4.3538
H  1.7224  1.2339  3.9448
H  0.5376  -2.3284  3.9500
H  2.2605  -4.0839  4.0178
H  3.9800  -4.1949  2.2421
H  3.8490  -2.6574  0.3216
H  0.6906  -0.1106  -2.9136
H  -0.4026  -1.5648  -4.5899
H  -0.3982  -4.0150  -4.2747
H  0.7535  -5.0028  -2.3343
H  1.8571  -3.5749  -0.6870
H  4.0992  0.6523  0.9865
H  6.5033  0.9825  0.5300
H  7.4669  0.2083  -1.6071
H  6.0351  -0.9092  -3.2767
H  3.6384  -1.2451  -2.8264
H  -1.7182  -0.3228  4.5572
H  -4.0474  -1.0647  4.7788
H  -5.3718  -1.5677  2.7446
H  -4.3844  -1.1985  0.5313
H  -0.9375  -2.6722  0.5196
H  -1.4128  -5.0104  -0.1324
H  -2.9299  -5.4774  -2.0226
H  -3.8908  -3.6120  -3.3127
H  -3.3730  -1.2877  -2.7099
H  -1.2356  1.7604  -2.3302
H  -2.5360  3.0834  -3.9513
H  -4.9958  2.8701  -4.0257
H  -6.1442  1.3945  -2.4130
H  -4.8838  0.1701  -0.7405
C  0.2361  9.3445  -0.0751
C  0.0729  7.8591  -0.1190
C  -1.1552  7.2769  -0.4192
C  -1.3303  5.9065  -0.4077
C  -2.6705  5.3140  -0.7127
C  -0.2335  5.0873  -0.0891
Se  -0.6111  3.2471  0.2216
C  1.0276  5.6410  0.1718
C  2.2249  4.8055  0.5060
C  1.1496  7.0208  0.1534
H  -0.6669  9.8535  -0.4026
H  1.0669  9.6558  -0.7059
H  0.4623  9.6700  0.9407
H  -2.0064  7.9055  -0.6431
H  -3.3523  6.0687  -1.0962
H  -3.1093  4.8818  0.1890
H  -2.5783  4.5154  -1.4499
H  2.1099  3.7713  0.1737
H  2.3840  4.7912  1.5844
H  3.1173  5.2214  0.0424
H  2.1095  7.4553  0.3870